{
  "formula": "C3H7N2",
  "method": "ωB97M-V/def2-TZVPD",
  "elements": ["N", "N", "C", "C", "C", "H", "H", "H", "H", "H", "H", "H"],
  "xyz": [[-1.97994, -0.61812, 0.15779], [0.52675, 0.30592, 0.67999], [-0.13043, 1.26503, -0.17137], [-0.99607, 0.21435, 0.18924], [1.58406, -0.53738, 0.00543], [-0.12349, 2.19449, 0.37209], [-1.75927, -1.52023, 0.58671], [1.23228, -1.63878, 0.08712], [2.38232, -0.55175, 0.60423], [0.29582, 1.37697, -1.16295], [1.81427, -0.16034, -1.01081], [-2.84629, -0.33014, -0.33748]],
  "de_lowest_kj_mol": 302.18,
  "charge": 1,
  "homo_lumo_gap_ha": 0.3669,
  "e_tot_ha": -227.639254,
  "homo_energy_ev": -15.066,
  "smiles": "CN1CC1=[NH2+]",
  "e_lumo_ev": -5.084
}


{
  "formula": "C28H26N2O6",
  "method": "ωB97M-V/def2-TZVPD",
  "elements": ["O", "O", "O", "O", "O", "O", "N", "N", "C", "C", "C", "C", "C", "C", "C", "C", "C", "C", "C", "C", "C", "C", "C", "C", "C", "C", "C", "C", "C", "C", "C", "C", "C", "C", "C", "C", "H", "H", "H", "H", "H", "H", "H", "H", "H", "H", "H", "H", "H", "H", "H", "H", "H", "H", "H", "H", "H", "H", "H", "H", "H", "H"],
  "xyz": [[-1.29120, 0.59558, -2.09922], [1.77089, -0.93300, -0.94027], [2.28135, 2.12170, -7.40132], [-1.80973, 2.10807, -0.53593], [2.68137, -0.03597, -7.44587], [5.21707, -0.89586, 2.89399], [2.37485, 1.01667, -6.83061], [-2.16709, -2.44510, 2.23343], [1.36294, -0.09341, 1.71385], [1.90564, -1.34014, 1.45658], [0.28223, 0.89800, -0.29651], [-2.49778, -0.31771, 1.50663], [2.04246, 0.79834, 2.54620], [-1.00957, 1.16626, -1.06307], [-3.23445, 0.86011, 1.59746], [-2.81355, 2.58815, -1.46876], [3.30712, 0.49584, 3.00725], [1.74079, 1.99272, -4.62572], [-4.59507, 0.82783, 1.95936], [-5.21188, -0.37957, 2.31743], [-2.39123, -3.74320, 2.83716], [-3.83475, 3.35983, -0.69698], [5.87154, -2.04527, 2.29572], [2.25583, -0.37592, -4.86671], [3.14225, -1.71265, 1.95121], [-4.46720, -1.56149, 2.38459], [2.13549, 0.90079, -5.43123], [1.21270, 0.10289, -1.27121], [-1.08196, -0.63463, 1.36894], [-0.94217, -1.91748, 1.91955], [1.48724, 0.50772, -2.70189], [0.03506, 0.33631, 1.07506], [1.95252, -0.55287, -3.52652], [-3.15671, -1.50761, 1.95588], [1.40298, 1.79072, -3.27937], [3.89414, -0.74485, 2.64757], [-1.97066, -3.79241, 3.84734], [2.08607, -1.54780, -3.10318], [0.80700, 1.86209, -0.11527], [5.43659, -2.98586, 2.66619], [-4.89175, -2.49542, 2.77815], [5.81296, -2.02116, 1.19532], [1.56755, 1.75432, 2.76800], [-4.33901, 2.71835, 0.02841], [6.90723, -1.95276, 2.62034], [-5.16232, 1.75881, 1.96296], [3.51170, -2.71733, 1.73372], [1.36101, -2.06319, 0.86296], [-3.24483, 1.73933, -1.99131], [-3.46476, -3.90218, 2.89491], [-6.27259, -0.38477, 2.55434], [-2.71635, 1.80540, 1.45059], [-3.38352, 4.20326, -0.16786], [1.10104, 2.63596, -2.65767], [3.86555, 1.19338, 3.62570], [-4.59598, 3.75431, -1.37378], [-1.91674, -4.52056, 2.22897], [2.55571, -1.22199, -5.47896], [-2.27710, 3.21387, -2.18479], [1.67805, 2.96760, -5.10700], [-0.05117, -2.48351, 2.15420], [-0.25576, 1.25146, 1.62098]],
  "de_lowest_kj_mol": 526.28,
  "homo_lumo_gap_ha": 0.2434,
  "e_tot_ha": -1643.394818,
  "homo_energy_ev": -7.751,
  "smiles": "CCOC(=O)[C@H](C(=O)c1ccc([N+](=O)[O-])cc1)[C@H](c1ccc(OC)cc1)c1cn(C)c2ccccc12",
  "e_lumo_ev": -1.127
}


{
  "formula": "CHF2O3S",
  "method": "ωB97M-V/def2-TZVPD",
  "elements": ["S", "F", "F", "O", "O", "O", "C", "H"],
  "xyz": [[-1.40100, 0.68456, -0.81595], [1.32365, 0.63007, 1.60245], [2.01782, -0.86699, 0.28510], [0.50501, 0.44874, -0.51187], [-1.91478, -0.41471, 0.10224], [-1.56961, 0.40972, -2.26866], [0.85262, -0.16670, 0.52107], [0.18629, -0.72470, 1.08562]],
  "de_lowest_kj_mol": 14.15,
  "charge": -1,
  "homo_lumo_gap_ha": 0.3396,
  "e_tot_ha": -862.423322,
  "homo_energy_ev": -5.321,
  "e_lumo_ev": 3.920
}


{
  "formula": "C9H16Cl2GaN2O2P",
  "method": "ωB97M-V/def2-TZVPD",
  "elements": ["Ga", "Cl", "Cl", "P", "O", "O", "N", "N", "C", "C", "C", "C", "C", "C", "C", "C", "C", "H", "H", "H", "H", "H", "H", "H", "H", "H", "H", "H", "H", "H", "H", "H", "H"],
  "xyz": [[-0.13067, 1.75803, 0.93885], [1.74938, 2.79204, 0.84546], [2.38364, -2.28073, -0.60633], [-0.17505, 1.21481, -2.11435], [-0.15051, -2.14360, -0.33484], [-2.37595, -0.08114, -0.21880], [-0.92009, -0.46733, 4.26440], [-0.17117, 0.41067, 2.39872], [0.59202, -4.24537, -1.24559], [-1.45457, 0.64868, -0.15709], [-0.06628, -1.40963, 3.68721], [0.38598, -0.87882, 2.52598], [1.05259, 2.42462, -2.68477], [-0.96212, 0.61155, 3.45708], [0.29045, -0.21776, -3.11949], [-1.63038, 1.76435, -3.03771], [0.75860, -2.88047, -0.70762], [0.79860, 3.43505, -2.34486], [1.04315, -1.29611, 1.77787], [1.10625, -4.39681, -2.19320], [-1.54123, 1.50217, 3.65386], [-2.44310, 1.04117, -2.91442], [1.07196, 2.39008, -3.78534], [0.13804, -2.35857, 4.14824], [-0.46026, -1.01077, -3.00342], [0.93416, -4.98845, -0.51701], [-1.43377, -0.54289, 5.13446], [2.04022, 2.16130, -2.29165], [-1.35596, 1.82743, -4.09842], [1.27899, -0.58539, -2.81120], [0.31907, 0.12949, -4.16657], [-0.46975, -4.40288, -1.39500], [-1.95964, 2.74607, -2.68126]],
  "charge": 2,
  "homo_lumo_gap_ha": [0.2503, 0.2503],
  "e_tot_ha": -3798.478547,
  "homo_energy_ev": [-16.217, -16.217],
  "e_lumo_ev": [-9.405, -9.405]
}


{
  "formula": "C6H6O",
  "method": "ωB97M-V/def2-TZVPD",
  "elements": ["O", "C", "C", "C", "C", "C", "C", "H", "H", "H", "H", "H", "H"],
  "xyz": [[0.34486, 1.61444, -1.12736], [-0.53439, -0.65152, 1.30908], [-0.88031, 0.95113, -0.74320], [0.92225, -0.72777, -0.92210], [-0.12534, -0.15699, 0.01792], [1.08048, 0.65469, -0.40277], [-0.90152, -1.02586, 2.39727], [1.92628, 0.92379, 0.21591], [-1.21228, -1.35944, 3.36798], [0.61329, -0.94031, -1.93899], [-1.43200, 1.60632, -0.06348], [1.68240, -1.40547, -0.51929], [-1.49004, 0.67135, -1.61239]],
  "de_lowest_kj_mol": 388.48,
  "homo_lumo_gap_ha": 0.3766,
  "e_tot_ha": -307.315467,
  "homo_energy_ev": -9.210,
  "e_lumo_ev": 1.037
}


{
  "formula": "C8H19FN2O4",
  "method": "ωB97M-V/def2-TZVPD",
  "elements": ["F", "O", "O", "O", "O", "N", "N", "C", "C", "C", "C", "C", "C", "C", "C", "H", "H", "H", "H", "H", "H", "H", "H", "H", "H", "H", "H", "H", "H", "H", "H", "H", "H", "H"],
  "xyz": [[0.02491, 1.92144, -2.64329], [3.30273, 1.52562, -1.21652], [-1.86535, -1.31519, -0.78495], [0.91053, 0.90085, 0.61055], [1.89193, -2.08220, 0.39108], [-1.33061, 1.38969, -0.05890], [-0.93277, -2.55220, 0.92221], [2.00745, 1.03949, -1.60243], [2.52796, -0.86617, -0.02760], [1.09500, 2.18381, -1.85952], [-1.99342, -0.38373, 1.52365], [1.48146, 0.13603, -0.49015], [0.02748, 1.88120, 0.39950], [-2.02517, -1.61206, 0.59212], [-2.26801, 1.02884, 1.01400], [-2.77506, -0.58743, 2.38631], [0.07621, -2.05875, 0.82311], [2.15651, 0.42801, -2.62452], [1.53822, 3.14002, -2.02924], [-0.92130, -2.58707, 2.03621], [3.21471, -1.02023, -0.93692], [-2.62258, -1.61668, -1.25374], [3.53017, 2.22852, -1.88706], [-3.28738, 1.10256, 0.58583], [-2.21248, 1.66996, 1.82341], [-2.91617, -2.13528, 0.80789], [0.01587, 2.50890, 1.28050], [3.18023, -0.51125, 0.75211], [-1.57974, 2.36032, -0.50505], [-1.06411, -0.36641, 2.00394], [2.35252, -2.41708, 1.15971], [-1.38746, 0.65108, -0.77568], [-0.77441, -3.46780, 0.54319], [0.62214, -0.51683, -0.95978]],
  "de_lowest_kj_mol": 234.83,
  "charge": 2,
  "homo_lumo_gap_ha": [0.3127, 0.3300],
  "e_tot_ha": -825.798365,
  "homo_energy_ev": [-15.408, -15.614],
  "e_lumo_ev": [-6.899, -6.633]
}